Record 1
Density functional theory data (ωB97M-V/def2-TZVPD) for a molecular structure, C18H29ClORe.

```
! RIJCOSX wB97M-V def2-TZVPD def2/J DEFGRID3
* xyz 2 4
H -1.29509 -1.91323 -5.17440
H -1.01971 1.82625 -4.55758
H 2.10156 -0.28163 -4.73144
H 1.02675 -2.06704 3.42527
O 0.53986 1.74539 2.53525
C -2.27143 -0.26852 0.31783
H -2.15336 1.08047 2.12717
C -0.30332 -1.46605 -5.35148
H 1.46366 1.38566 -4.50590
C -0.09633 -0.17318 -4.55754
H 0.42371 -3.21006 -0.79736
C -2.21241 -2.22614 1.59451
Cl -0.20900 -0.49061 -2.75771
C -2.15404 0.08921 1.71113
C -0.42794 2.67394 3.01462
H -2.27400 0.41186 -0.51428
H -1.39280 1.27714 4.38689
H -1.19745 2.67382 2.24544
C -2.34347 -1.72281 0.25346
H 1.21621 0.53121 -6.05309
H 2.18862 1.05473 3.52140
C 1.56477 -1.50722 0.12560
H 3.79861 2.19607 1.89805
C -1.15786 0.83151 -5.01272
H -1.02488 0.93116 -6.10289
C 0.70164 -2.68082 0.10316
H 0.47611 -2.21667 -5.14064
C 1.06313 -2.09654 2.34487
H -1.71160 2.98882 4.70590
H 1.96457 -0.98843 -0.72736
H -2.54741 -2.29580 -0.63168
H -0.23329 -1.18098 -6.41452
H 2.61122 1.27242 0.95546
H -2.18500 0.48129 -4.81830
C 0.39374 -3.02603 1.47248
C 1.84223 -1.21294 1.50036
C -2.07403 -1.13131 2.48820
Re -0.43367 -1.09986 1.05070
H -0.22664 -3.83568 1.81714
H 2.05191 2.85084 3.53528
H -1.99481 -1.18583 3.57540
H -0.00946 3.70687 3.09916
H -0.13370 2.31027 5.07937
C 1.90962 1.92844 2.92805
H 2.55404 -0.48029 1.86295
H -2.25686 -3.26354 1.89257
C 1.26513 0.40005 -4.95859
C 2.73465 2.08867 1.67197
C -0.95671 2.27580 4.37726
H 2.40453 3.00931 1.19060
*
```

Summary:
* LUMO energy (alpha / beta): -6.823 / -10.324 eV
* Kohn-Sham gap (alpha / beta): 0.329 / 0.199 Eh
* molar mass: 483.09 g/mol
* HOMO energy (alpha / beta): -15.79 / -15.73 eV

---

Record 2
Density functional theory data (ωB97M-V/def2-TZVPD) for 2 unconnected molecules or ions with the total composition CH5BO.

```
! RIJCOSX wB97M-V def2-TZVPD def2/J DEFGRID3
* xyz 0 1
H 1.59962 0.29211 0.49274
H -0.37378 -0.06359 -1.73877
C -0.53571 0.64080 -0.78883
H -1.59256 0.50983 -0.41232
O -0.02223 -1.50172 1.56551
H 0.79045 -1.59160 2.04636
H -0.46319 1.66395 -1.24121
B 0.59739 0.05022 0.07653
*
```

Summary:
* LUMO energy: -0.245 eV
* Kohn-Sham gap: 0.337 Eh
* molar mass: 43.86 g/mol
* HOMO energy: -9.42 eV

---

Record 3
Density functional theory data (ωB97M-V/def2-TZVPD) for a molecular structure, C10H13Cl3N4S3SiZr.

```
! RIJCOSX wB97M-V def2-TZVPD def2/J DEFGRID3
* xyz 2 1
H -3.34843 -2.31730 -3.89625
Zr -1.18012 -0.56360 -0.72221
H 0.15016 -2.17872 -2.61718
H -2.22919 -3.17780 -2.83750
H 3.35746 3.64429 1.81028
C -2.53658 -2.19009 -3.18177
C 2.49787 1.71360 1.46565
H 2.01710 4.08219 3.83493
C 1.59261 0.77968 1.93973
C 0.22869 -2.27802 0.79317
N -0.31362 -1.28072 -2.76514
C 1.88548 3.15540 3.29259
Si -1.55488 3.24722 -0.63473
H -3.55143 -0.62063 -2.30112
S 1.67353 -3.08235 1.19529
S -1.26525 -2.90726 0.16590
C -1.37050 -1.46192 -3.81097
C 2.64048 2.91039 2.15250
H 0.15563 0.24474 3.44613
H -0.97875 -2.00996 -4.66643
S 3.91975 -1.36854 2.18925
H 0.40669 -0.65228 -3.11802
N -2.97595 -1.40559 -1.99271
C 0.82921 1.00785 3.07472
Cl -2.87235 0.95833 0.06187
Cl -0.81782 3.65090 1.18292
N 0.28395 -0.96698 0.88979
H 0.40202 2.39727 4.64768
H -3.60202 -1.96621 -1.41492
H 3.10461 1.49263 0.59768
C 0.97611 2.20974 3.75037
Cl 0.18879 1.43054 -1.26817
C 2.43942 -1.51246 1.58902
H -1.66924 -0.47037 -4.15596
N 1.51658 -0.51399 1.30361
*
```

Summary:
* LUMO energy: -7.634 eV
* Kohn-Sham gap: 0.241 Eh
* molar mass: 511.11 g/mol
* HOMO energy: -14.18 eV

---

Record 4
Density functional theory data (ωB97M-V/def2-TZVPD) for a molecular structure, C20H31AsBF4N3PdTe.

```
! RIJCOSX wB97M-V def2-TZVPD def2/J DEFGRID3
* xyz 0 3
H -5.13639 5.90885 -0.11888
B -2.32884 -2.78169 0.42163
N 0.92102 -2.67854 -2.80455
As -0.73655 1.26453 -0.23068
C 1.42480 0.44311 3.43125
H -0.70513 2.58879 1.87755
C -2.14815 4.54301 0.70177
C 1.79940 -5.34526 -2.27514
C -2.16088 1.25137 -1.53802
H 1.19614 2.88345 -0.23169
C -1.54243 2.17728 1.31015
H -1.98688 1.37896 1.90390
H 3.91161 2.38968 2.20080
C -0.12301 -1.67786 -2.69915
H -5.86252 3.58744 0.34825
F -2.58372 -1.61120 -0.32533
N 1.76660 -2.18306 -0.70496
H -2.90155 0.50815 -1.24921
Pd 0.21755 -0.89862 0.32894
H 0.90413 0.29213 5.51499
H 2.26363 -2.64625 0.04727
H 2.60980 1.90218 6.25359
H 2.46446 -5.95357 -2.89020
Te -0.04679 -0.93654 2.85542
H 1.59351 -2.00635 -4.67527
C 3.53213 -4.34205 -0.89855
H -0.84699 -1.85853 -3.49466
H 1.49892 -5.93058 -1.39991
H 0.27313 -0.66219 -2.81852
H 4.10378 -3.42885 -0.74228
H -0.18445 3.55575 -1.14283
H 2.27067 -3.55357 -4.15176
C -3.07392 5.50242 0.31579
H -0.66510 -1.76934 -1.75891
C -4.41295 5.16240 0.18168
C 2.51971 1.66183 5.20208
H -1.73613 0.97241 -2.50173
H -4.21191 1.88566 1.01769
H 2.17515 0.80543 1.44683
H 0.90474 -5.11140 -2.84312
C 1.55566 0.75586 4.78396
F -2.35414 -2.46951 1.79833
H 4.20946 -5.10117 -1.28883
C 2.27923 1.03681 2.50062
H 3.14996 -4.69781 0.06806
C 1.71497 -2.96375 -1.73741
H -2.60679 2.24285 -1.60040
H -2.74889 6.51753 0.12635
C -2.54404 3.23167 0.95625
H -1.10569 4.81793 0.81790
C 0.40305 2.65980 -0.94369
N 2.47423 -4.11904 -1.86149
C 3.36810 2.25023 4.27376
H 4.12322 2.95283 4.60178
C 3.24958 1.93376 2.92616
H 0.85125 2.30566 -1.87094
C 1.37113 -2.94695 -4.16130
C -3.89180 2.90387 0.82684
C -4.81957 3.86059 0.44359
F -1.00261 -3.20994 0.10025
H 0.59745 -3.46809 -4.72902
F -3.23036 -3.78249 0.10499
*
```

Summary:
* LUMO energy (alpha / beta): 0.397 / -1.982 eV
* Kohn-Sham gap (alpha / beta): 0.292 / 0.237 Eh
* molar mass: 709.24 g/mol
* HOMO energy (alpha / beta): -7.55 / -8.43 eV